C40H40N8 | wB97M-V/def2-TZVPD

```
88
Properties=species:S:1:pos:R:3:mulliken_charge:R:1
N 15.90307 -23.40922 15.16072 -0.405
C 15.87139 -24.41013 14.31959 -0.068
C 14.69386 -24.80289 13.65778 -0.614
C 13.54518 -23.98354 13.83550 -0.197
C 13.53480 -22.92599 14.72912 -0.268
C 14.74323 -22.66509 15.38103 -0.409
H 16.74489 -25.03822 14.22528 0.351
H 14.55853 -25.55803 12.89761 0.345
H 12.66452 -24.23664 13.26386 0.402
H 12.66141 -22.33792 14.96946 0.464
H 14.83981 -21.90926 16.14640 0.422
N 12.71158 -20.28771 8.61623 -0.741
C 12.38140 -21.53123 9.14236 -0.677
C 13.22413 -22.07926 10.13661 -0.143
C 14.34263 -21.39974 10.65263 -0.693
C 14.62609 -20.18187 10.11346 0.432
C 13.76876 -19.59130 9.20475 -0.737
H 11.49270 -21.96497 8.70822 0.393
H 13.02401 -23.07110 10.51424 0.343
H 14.97258 -21.88069 11.38629 0.550
H 15.45351 -19.63207 10.53713 0.304
H 13.96780 -18.55439 8.97756 0.659
N 16.04883 -16.93361 8.82784 -0.098
C 16.13896 -17.64320 7.63619 -0.118
C 16.53956 -17.02763 6.43523 -1.074
C 16.78834 -15.69188 6.45800 -0.081
C 16.74005 -14.99328 7.64701 -0.670
C 16.38385 -15.65820 8.82658 -0.159
H 16.08183 -18.71710 7.73557 0.600
H 16.59071 -17.57035 5.50290 0.450
H 17.06463 -15.13105 5.57735 0.375
H 17.00408 -13.94605 7.64628 0.386
H 16.28274 -15.16895 9.78408 0.375
N 19.74725 -20.28989 6.68579 -0.637
C 19.42080 -19.19878 7.45780 -0.094
C 19.86951 -19.06409 8.76029 -0.407
C 20.48670 -20.17966 9.34548 -0.148
C 20.83039 -21.32495 8.59943 -0.499
C 20.40712 -21.34370 7.24724 -0.204
H 18.70990 -18.52704 6.99978 0.450
H 19.68185 -18.12328 9.25632 0.417
H 20.83799 -20.10719 10.36417 0.405
H 21.33266 -22.20054 8.98346 0.372
H 20.62561 -22.19296 6.61682 0.367
N 9.74087 -19.40481 13.68787 -0.663
C 10.02366 -19.10593 12.37130 -0.451
C 11.32433 -19.18035 11.92797 -0.294
C 12.38049 -19.54674 12.77455 0.337
C 12.11317 -19.83829 14.16269 -0.784
C 10.76551 -19.67480 14.55367 -0.511
H 9.21509 -18.92649 11.67818 0.371
H 11.46498 -19.07229 10.86263 0.325
H 13.40700 -19.67810 12.46562 0.365
H 12.92661 -20.07734 14.83169 0.595
H 10.42318 -19.80503 15.56966 0.364
N 21.41187 -23.26746 17.14726 -0.595
C 20.64540 -22.17778 16.77518 -0.435
C 19.66787 -22.31239 15.83836 -0.038
C 19.44326 -23.51730 15.21516 -0.005
C 20.08068 -24.65350 15.61994 -0.470
C 21.08086 -24.45932 16.62036 -0.189
H 20.78270 -21.24842 17.30795 0.376
H 19.05207 -21.47783 15.53717 0.260
H 18.70678 -23.56984 14.42698 0.400
H 19.88288 -25.62417 15.18975 0.369
H 21.67371 -25.32071 16.89040 0.341
N 17.98237 -19.58524 12.87146 -0.611
C 17.06752 -19.90722 13.85388 -0.231
C 15.85345 -19.22620 13.90667 -0.530
C 15.53997 -18.22269 12.97615 -0.227
C 16.53913 -17.91855 12.01395 -0.880
C 17.73753 -18.65688 11.94443 -0.029
H 17.37575 -20.70333 14.51539 0.339
H 15.11555 -19.40838 14.67396 0.286
H 14.60665 -17.67944 12.96235 0.870
H 16.22695 -17.15425 11.31769 0.535
H 18.43299 -18.38379 11.16459 0.111
N 17.19911 -14.33558 14.23818 -0.486
C 16.06245 -14.64650 13.52000 -0.258
C 14.85792 -14.13512 13.93575 -0.543
C 14.79937 -13.21554 14.95155 -0.336
C 15.90324 -12.92012 15.68981 -0.323
C 17.14248 -13.52114 15.36314 -0.248
H 16.21840 -15.47051 12.83950 0.725
H 13.91245 -14.28471 13.43562 0.360
H 13.86323 -12.72298 15.16933 0.367
H 15.91663 -12.17657 16.47297 0.347
H 18.01916 -13.32514 15.96267 0.375
```

HOMO energy (spin up / spin down), Ha: -0.0002 / -0.2225
ΔE to the lowest compared entry with this formula, charge and spin, kcal/mol: 1.73
Multiplicity: 2
Calculated total energy, eV: -54045.255
Charge: -1

---

C40H41BrClF7INO4 | wB97M-V/def2-TZVPD

```
96
Properties=species:S:1:pos:R:3:mulliken_charge:R:1
C -0.72719 0.18324 0.95791 -0.331
C -0.66652 0.56154 -0.47995 -0.515
C -1.59396 -0.03553 -1.69211 -0.552
C -1.06879 -1.44370 -2.34574 1.792
C -2.21190 -2.37161 -3.13693 -0.904
C -3.37127 -1.48776 -3.88317 -0.248
C -4.63604 -2.54533 -4.16690 -0.532
C -5.65115 -2.44677 -2.84350 0.279
O -5.08974 -2.33594 -1.61688 -0.337
O -7.11974 -2.50439 -2.91425 -0.491
C -0.50552 -2.57628 -1.25078 -0.555
O -1.16642 -2.82678 -0.09590 -0.581
N 0.74287 -3.27482 -1.74098 0.154
C 1.01892 -2.88884 -3.17301 0.320
Br 2.99630 -2.45388 -3.15674 -0.192
C 0.91164 -3.98536 -4.38122 -0.662
C 0.65787 -5.53369 -3.91102 -0.716
C 2.03178 -6.32762 -3.44444 -0.810
I 1.63639 -7.59821 -1.69880 -0.002
C 0.25696 -1.41179 -3.35893 0.213
Cl 1.67836 -0.26581 -2.86765 -0.224
C 0.01963 -0.92709 -4.92424 -0.779
O 0.17539 0.53557 -4.96344 -0.284
C 0.90027 0.98177 -6.16987 0.794
F 0.20517 0.43965 -7.38810 -0.247
F 0.80957 2.47530 -6.18847 -0.231
F 2.36178 0.65096 -6.14450 -0.217
H 0.15481 -0.49704 1.36999 0.070
H -1.52521 0.54230 1.73677 0.239
H 0.10603 1.41953 -0.78448 0.105
H -1.70223 0.79185 -2.53888 0.296
H -2.68870 -0.24277 -1.26474 0.246
H -1.68154 -3.04598 -3.96219 -0.149
H -2.73647 -3.14441 -2.40347 0.412
H -3.83354 -0.62300 -3.24465 0.300
H -3.07140 -1.04610 -4.92541 0.368
H -5.24458 -2.27936 -5.13040 0.287
H -4.21884 -3.66287 -4.16651 0.335
H -7.45260 -3.42879 -3.14257 0.341
H 0.91061 -4.26007 -1.44430 0.261
H 0.05558 -3.70965 -5.15365 0.325
H 1.93935 -3.91696 -4.98535 0.466
H 0.21191 -6.09945 -4.86302 0.294
H -0.15011 -5.57612 -3.06303 0.337
H 2.49587 -6.96481 -4.31141 0.440
H 2.81240 -5.51392 -3.11573 0.286
H 0.91408 -1.37854 -5.55749 0.428
H -0.96508 -1.33432 -5.40776 0.088
F 1.33712 1.75812 1.07673 -0.153
C 2.23525 2.71713 0.81543 0.129
C 3.58664 2.39340 0.76443 -0.398
C 4.52170 3.39062 0.48731 -0.670
C 4.09528 4.70394 0.27486 -0.504
C 2.73707 5.01984 0.33315 -0.687
C 1.80149 4.02036 0.59920 0.111
H 3.89991 1.36950 0.94035 0.451
H 5.57991 3.14634 0.43754 0.419
H 4.82532 5.48227 0.06316 0.459
H 2.40791 6.04348 0.17153 0.411
H 0.74115 4.24661 0.63934 0.447
F -3.36501 -5.06821 4.33079 -0.315
C -4.15273 -4.41378 3.46718 0.243
C -3.57937 -3.56984 2.52237 -0.452
C -4.39882 -2.89221 1.61965 -0.172
C -5.78475 -3.05791 1.67903 -0.523
C -6.35105 -3.90332 2.63428 -0.364
C -5.53064 -4.58933 3.52947 -0.409
H -2.50153 -3.44710 2.49670 0.482
H -3.95984 -2.23612 0.87213 0.364
H -6.42381 -2.52574 0.97763 0.407
H -7.43025 -4.02752 2.68124 0.351
H -5.95343 -5.25730 4.27256 0.396
F -0.44410 4.19982 2.98413 -0.267
C -0.29953 3.40647 4.05385 0.232
C -0.75285 3.84129 5.29445 -0.438
C -0.60717 3.01346 6.40757 -0.456
C 0.00075 1.76321 6.26945 -0.418
C 0.45706 1.33785 5.02094 -0.801
C 0.30113 2.16120 3.90612 0.201
H -1.21498 4.81897 5.38410 0.424
H -0.96529 3.34092 7.38044 0.371
H 0.11820 1.11971 7.13875 0.385
H 0.93360 0.36608 4.91665 0.397
H 0.64196 1.84265 2.92659 0.444
F 6.03505 6.53605 1.88256 -0.273
C 5.79300 6.30601 3.17990 0.216
C 6.28610 7.18836 4.13487 -0.418
C 6.02995 6.95202 5.48547 -0.471
C 5.29202 5.82879 5.86703 -0.447
C 4.80568 4.94630 4.90131 -0.617
C 5.05248 5.18898 3.55030 0.269
H 6.86437 8.05096 3.82027 0.405
H 6.40441 7.64006 6.23935 0.353
H 5.09628 5.64243 6.92084 0.368
H 4.23509 4.07053 5.20094 0.410
H 4.67435 4.51825 2.78593 0.193
```

HOMO energy, Ha: -0.2666
Calculated total energy, eV: -161499.108